2 unconnected molecules or ions with the total composition C23H26ClN6O5 at a distorted geometry, computed with ωB97M-V/def2-TZVPD.

Structure (XYZ):
```
61
Properties=species:S:1:pos:R:3:mulliken_charge:R:1
O 2.4841 -3.5667 3.5299 -0.717
O -3.3702 -0.5269 3.8711 -0.549
O 1.1008 -0.7464 -3.7316 -0.791
O 1.3647 4.2654 -4.3956 -0.656
Cl -1.6599 1.3183 5.6385 -0.179
O 4.6348 -4.0250 5.1275 -0.401
C 2.4516 -2.9943 4.6173 0.615
C -2.6566 -0.2443 2.9239 0.260
C 0.0605 -0.2039 -4.0857 0.699
C 1.2637 3.0666 -4.6059 -0.028
C 1.2343 1.7256 0.0844 -0.819
C 1.3078 1.1713 -1.1640 0.594
C 0.9024 -0.4625 0.2698 -0.460
C -4.2152 0.3218 -1.0244 -0.544
C -4.7105 -0.7055 -0.2152 -0.545
C -3.2266 1.1801 -0.5337 -0.602
C 0.2885 -0.4065 6.3744 -0.802
C -4.2189 -0.8775 1.0837 -0.542
C -2.7247 1.0005 0.7601 -0.067
C 1.2633 -1.3877 6.1657 -0.837
C 0.4777 -1.6463 3.9002 0.101
C -0.5723 -0.0182 5.3423 0.396
C -3.2119 -0.0344 1.5818 0.038
C 1.3888 -2.0082 4.9093 0.220
C -0.4958 -0.6611 4.0918 -0.259
N 3.5158 -3.2088 5.4777 -0.079
N 0.9757 0.6934 0.9728 0.254
N -1.2773 -0.3133 2.9826 0.261
N 1.6646 2.5946 -5.7914 -0.126
N -0.2318 1.0803 -3.8517 0.026
N 1.0858 -0.1834 -1.0358 0.277
C -1.0105 -1.0227 -4.7670 -1.364
C 1.8007 1.2216 -6.2741 -0.691
C 1.7470 1.8683 -2.4302 -1.175
C 0.6577 2.2082 -3.4716 0.209
H 4.4614 -4.5064 4.2914 0.367
H 1.4312 2.7652 0.3306 0.431
H 0.8279 -1.4670 0.6810 0.446
H -4.6204 0.4632 -2.0232 0.449
H -5.4954 -1.3609 -0.5852 0.403
H -2.8676 1.9995 -1.1499 0.497
H 0.2049 0.0832 7.3415 0.424
H -4.6232 -1.6692 1.7126 0.441
H -1.9764 1.6920 1.1372 0.556
H 1.9168 -1.6474 6.9942 0.318
H 0.5317 -2.1630 2.9485 0.562
H 3.5310 -2.7007 6.3597 0.172
H 0.9753 0.7847 1.9889 0.172
H -0.8914 -0.5023 2.0707 -0.009
H 1.9973 3.3212 -6.4093 0.294
H -1.1590 1.3531 -4.1429 0.299
H 1.1707 -0.8411 -1.8176 0.285
H -0.6550 -2.0463 -4.8896 0.383
H -1.2208 -0.6023 -5.7496 0.350
H -1.9182 -1.0251 -4.1655 0.352
H 2.3078 0.6003 -5.5334 0.240
H 2.4041 1.2201 -7.1850 0.377
H 0.8232 0.8032 -6.5167 0.188
H 2.5144 1.2572 -2.9096 0.309
H 2.2392 2.8010 -2.1441 0.635
H 0.0025 2.9158 -2.9614 0.340
```

Results
Gap between HOMO and LUMO = 0.310 Eh
2S+1 = 1
Net charge = +1